Entry 1:
{
  "formula": "C28H26IrN2O2S2",
  "method": "wB97M-V/def2-TZVPD",
  "species": ["Ir", "S", "C", "C", "C", "C", "C", "C", "S", "H", "H", "H", "H", "C", "N", "C", "C", "C", "C", "C", "N", "C", "C", "C", "C", "C", "C", "H", "H", "H", "H", "H", "H", "H", "H", "H", "H", "H", "C", "C", "C", "C", "C", "C", "C", "C", "C", "C", "O", "O", "H", "H", "H", "H", "H", "H", "H", "H", "H", "H", "H"],
  "coordinates": [[-0.2449, 0.6356, 1.0161], [-0.3667, 0.4193, 3.2249], [1.2666, 0.3673, 3.8059], [1.5226, 0.1584, 5.1685], [2.8211, 0.1015, 5.6184], [3.8839, 0.2629, 4.7186], [3.6363, 0.4822, 3.3809], [2.3178, 0.5360, 2.9148], [1.9828, 0.7842, 1.2194], [0.6924, 0.0290, 5.8517], [3.0191, -0.0690, 6.6682], [4.9050, 0.2202, 5.0736], [4.4528, 0.6137, 2.6822], [-1.6420, -2.1027, 0.6372], [-1.8428, -0.6559, 0.7526], [-3.0291, -0.1364, 0.7318], [-3.0983, 1.2621, 0.8817], [-4.0743, 2.2560, 0.8964], [-3.3907, 3.4636, 1.0597], [-2.0274, 3.1613, 1.1606], [-1.8619, 1.8419, 1.0500], [-0.8134, -2.6028, 1.7898], [0.5671, -2.7039, 1.6669], [1.3436, -3.0473, 2.7644], [0.7429, -3.3061, 3.9885], [-0.6379, -3.2264, 4.1121], [-1.4104, -2.8718, 3.0163], [-1.1374, -2.3090, -0.3043], [-2.6251, -2.5808, 0.6365], [-3.9031, -0.7686, 0.6061], [-5.1360, 2.1124, 0.7785], [-3.8183, 4.4511, 1.1058], [-1.1874, 3.8224, 1.2996], [1.0335, -2.4795, 0.7133], [2.4203, -3.1008, 2.6645], [1.3499, -3.5660, 4.8464], [-1.1109, -3.4346, 5.0633], [-2.4877, -2.7894, 3.1162], [0.5744, 1.0374, -7.3796], [0.4579, 0.8548, -5.8899], [-0.5397, 0.0618, -5.3426], [-0.6442, -0.1332, -3.9693], [-1.7318, -1.0128, -3.4104], [0.2747, 0.5040, -3.1372], [1.2827, 1.3210, -3.6585], [2.2580, 2.0181, -2.7480], [1.3624, 1.4748, -5.0338], [0.1701, 0.3044, -1.6625], [0.3220, -0.8032, -1.1315], [-0.1045, 1.3354, -0.9440], [-0.2920, 0.6271, -7.8967], [1.4645, 0.5339, -7.7619], [0.6592, 2.0932, -7.6401], [-1.2584, -0.4169, -5.9992], [-2.5159, -1.1691, -4.1509], [-2.1841, -0.5759, -2.5192], [-1.3280, -1.9871, -3.1295], [1.7637, 2.8346, -2.2194], [3.0936, 2.4272, -3.3145], [2.6554, 1.3436, -1.9880], [2.1479, 2.0968, -5.4506]],
  "atomic_forces_ev_per_a": [[-0.208, 0.068, 0.657], [0.059, -0.013, -0.036], [-0.150, -0.008, 0.171], [-0.046, -0.004, -0.011], [0.105, 0.006, -0.049], [-0.094, -0.014, 0.092], [-0.049, -0.002, -0.041], [0.148, -0.021, -0.108], [0.117, 0.163, -0.170], [-0.008, 0.009, -0.009], [0.019, 0.003, -0.003], [-0.003, -0.004, 0.017], [-0.011, 0.001, -0.011], [0.017, -0.034, 0.087], [-0.172, 0.162, -0.229], [0.088, 0.036, 0.000], [-0.013, -0.074, 0.052], [0.025, 0.088, -0.113], [-0.013, -0.076, 0.073], [0.000, 0.045, -0.018], [0.068, -0.052, 0.060], [-0.016, -0.094, 0.094], [0.074, 0.011, -0.079], [-0.007, 0.002, 0.016], [-0.012, 0.003, 0.005], [0.021, -0.017, 0.008], [0.003, -0.022, -0.035], [-0.021, 0.047, -0.023], [0.003, -0.006, -0.020], [-0.003, 0.003, 0.011], [-0.002, 0.006, 0.013], [-0.005, 0.001, 0.012], [0.006, -0.006, -0.013], [-0.036, -0.008, 0.039], [0.003, -0.010, 0.005], [0.001, -0.008, -0.001], [-0.002, 0.005, 0.001], [0.006, 0.002, 0.011], [0.006, -0.001, 0.024], [0.008, 0.011, -0.045], [-0.009, 0.008, 0.005], [0.035, 0.028, -0.002], [0.039, -0.039, -0.049], [-0.002, 0.010, -0.060], [-0.021, -0.053, 0.068], [-0.042, 0.065, -0.009], [0.000, -0.014, -0.015], [0.004, 0.138, 0.192], [0.108, -0.235, -0.212], [-0.024, -0.099, -0.400], [0.000, -0.001, -0.004], [-0.003, -0.001, -0.011], [-0.001, 0.000, -0.003], [-0.001, -0.003, 0.003], [0.005, 0.010, 0.005], [-0.010, 0.018, 0.026], [-0.008, 0.003, 0.030], [0.024, 0.003, 0.011], [-0.004, -0.011, -0.011], [0.006, -0.028, -0.005], [-0.001, 0.003, 0.006]],
  "lowdin_spin": [0.462, 0.313, 0.024, 0.031, -0.007, 0.043, -0.010, 0.040, 0.002, 0.001, -0.001, 0.003, -0.001, 0.001, -0.001, 0.001, 0.005, -0.001, 0.005, -0.002, -0.001, 0.007, 0.000, 0.000, 0.000, 0.003, 0.008, 0.000, 0.000, 0.000, 0.000, 0.000, 0.000, 0.000, 0.000, 0.000, 0.000, 0.000, 0.000, 0.002, 0.000, 0.002, 0.000, 0.000, 0.001, 0.000, 0.000, 0.007, 0.061, 0.004, 0.000, 0.000, 0.000, 0.000, 0.000, 0.000, 0.000, 0.000, 0.000, 0.000, 0.000],
  "s2": 0.7728,
  "gap_ev": [7.434, 6.073],
  "e_above_lowest_kcal_mol": 13.24,
  "e_homo_ev": [-8.0249, -8.1322],
  "multiplicity": 2
}

Entry 2:
{
  "formula": "C28H26IrN7S",
  "method": "wB97M-V/def2-TZVPD",
  "species": ["Ir", "C", "N", "C", "C", "C", "C", "C", "C", "C", "N", "C", "C", "C", "C", "C", "C", "N", "C", "C", "H", "H", "H", "H", "H", "H", "H", "H", "H", "H", "H", "H", "H", "H", "H", "H", "H", "H", "H", "H", "S", "N", "C", "C", "C", "C", "C", "N", "C", "C", "N", "C", "C", "C", "C", "C", "N", "H", "H", "H", "H", "H", "H"],
  "coordinates": [[0.0114, -0.0102, -0.2441], [0.2508, -2.9323, -0.6798], [-0.7649, -2.0242, -0.0448], [-2.0643, -2.1122, -0.7699], [-0.8911, -2.3124, 1.3676], [-1.0640, -3.5889, 1.8620], [-1.0899, -3.7792, 3.2373], [-0.8553, -2.7088, 4.0997], [-0.6971, -1.4341, 3.5982], [-0.8023, -1.2244, 2.2145], [-0.7652, 0.0096, 1.5460], [-1.1475, 1.1806, 2.1369], [-1.7726, 1.3285, 3.4034], [-1.8981, 2.5805, 3.9411], [-1.4298, 3.7047, 3.2375], [-0.9285, 3.5869, 1.9488], [-0.8628, 2.3305, 1.3810], [-0.5886, 2.0957, 0.0085], [-1.8626, 2.1886, -0.7881], [0.4418, 3.0089, -0.5764], [-0.1174, -3.9576, -0.7203], [1.1678, -2.9100, -0.0955], [0.4424, -2.5965, -1.6960], [-2.4366, -3.1372, -0.7392], [-1.9185, -1.8280, -1.8061], [-2.7949, -1.4612, -0.2927], [-1.1776, -4.4362, 1.1981], [-1.2556, -4.7712, 3.6365], [-0.7793, -2.8800, 5.1650], [-0.4169, -0.6234, 4.2550], [-2.1589, 0.4715, 3.9312], [-2.3652, 2.7078, 4.9082], [-1.5224, 4.6897, 3.6784], [-0.6527, 4.4743, 1.3958], [-2.2421, 3.2104, -0.7363], [-2.6121, 1.5157, -0.3743], [-1.6550, 1.9429, -1.8244], [0.0526, 4.0223, -0.6799], [0.7047, 2.6481, -1.5687], [1.3216, 3.0199, 0.0620], [5.4706, -0.0381, -5.4410], [3.8729, -0.0278, -5.6109], [3.3670, -0.0249, -4.3869], [1.9507, -0.0167, -4.0606], [0.9217, -0.0063, -5.0080], [-0.3865, -0.0015, -4.5722], [-0.6492, -0.0041, -3.2069], [0.3241, -0.0129, -2.2915], [1.6124, -0.0208, -2.7146], [2.6174, -0.0285, -1.6817], [2.1485, -0.0285, -0.4158], [3.0128, -0.0249, 0.6034], [4.3881, -0.0249, 0.3946], [4.8758, -0.0296, -0.8968], [3.9739, -0.0309, -1.9676], [4.3510, -0.0315, -3.3715], [5.5899, -0.0390, -3.8384], [1.1709, -0.0024, -6.0625], [-1.2117, 0.0047, -5.2708], [-1.6676, 0.0036, -2.8427], [2.5945, -0.0240, 1.6009], [5.0541, -0.0211, 1.2465], [5.9399, -0.0331, -1.1004]],
  "atomic_forces_ev_per_a": [[-2.212, 0.722, 1.343], [-0.138, -0.192, 0.005], [1.065, 0.252, -1.145], [-0.084, -0.191, 0.196], [-0.024, -0.552, -0.119], [-0.112, -0.050, -0.069], [-0.010, 0.027, 0.084], [0.014, -0.125, -0.054], [-0.009, 0.167, -0.068], [0.007, 0.253, 0.552], [1.117, -0.408, 0.157], [-0.547, 0.189, 0.365], [0.083, -0.227, -0.248], [0.097, 0.313, -0.078], [-0.120, -0.092, 0.174], [0.042, -0.004, -0.061], [0.005, 0.215, 0.447], [0.935, -0.157, -1.392], [-0.045, 0.157, 0.120], [-0.146, 0.130, 0.044], [-0.048, 0.012, 0.035], [-0.002, 0.049, 0.019], [-0.047, 0.009, -0.006], [0.017, -0.018, 0.044], [0.028, -0.048, -0.033], [0.021, 0.033, 0.013], [-0.008, 0.007, 0.018], [0.063, 0.006, -0.003], [0.009, 0.005, -0.012], [-0.112, -0.005, 0.033], [-0.034, -0.001, 0.001], [0.010, 0.013, -0.006], [-0.008, -0.034, 0.004], [-0.021, -0.006, -0.001], [0.014, 0.016, 0.042], [0.014, -0.025, 0.024], [0.035, 0.035, -0.020], [-0.041, -0.005, 0.018], [-0.026, -0.017, -0.010], [-0.003, -0.041, 0.021], [0.104, -0.002, -0.099], [0.086, 0.005, 0.100], [-0.232, 0.002, 0.060], [0.204, -0.008, -0.289], [0.041, -0.009, -0.060], [-0.024, -0.011, 0.008], [0.094, 0.027, -0.094], [0.172, -0.114, -0.435], [-0.120, -0.027, -0.066], [-0.134, -0.048, 0.083], [-0.045, -0.266, 0.436], [-0.016, 0.018, -0.068], [-0.022, 0.006, -0.021], [0.059, -0.017, -0.003], [0.288, 0.025, -0.186], [-0.082, 0.003, 0.246], [-0.095, 0.003, -0.087], [-0.028, -0.001, 0.011], [0.009, 0.002, 0.008], [-0.005, 0.009, -0.004], [-0.014, -0.008, 0.019], [-0.008, -0.006, -0.015], [-0.009, 0.005, 0.022]],
  "lowdin_spin": [0.944, 0.010, 0.046, 0.016, -0.019, 0.004, -0.036, 0.002, -0.022, -0.006, -0.094, -0.003, -0.029, 0.004, -0.043, 0.001, -0.023, 0.043, 0.014, 0.011, 0.003, 0.001, 0.000, 0.004, 0.002, 0.003, 0.001, -0.002, 0.000, 0.000, -0.001, 0.001, -0.002, 0.001, 0.003, 0.004, 0.002, 0.004, 0.002, 0.000, 0.001, 0.000, 0.000, 0.000, 0.005, 0.001, 0.010, 0.014, 0.000, 0.009, 0.079, 0.017, 0.002, 0.012, 0.004, 0.001, 0.000, 0.000, 0.000, 0.002, 0.001, 0.000, 0.000],
  "s2": 0.9352,
  "charge": 3,
  "gap_ev": [5.703, 4.974],
  "e_above_lowest_kcal_mol": 35.90,
  "e_homo_ev": [-17.0957, -16.9809],
  "multiplicity": 2
}

Entry 3:
{
  "formula": "C28H27BN11O2Os",
  "method": "wB97M-V/def2-TZVPD",
  "species": ["Os", "C", "C", "C", "C", "N", "N", "B", "N", "C", "C", "C", "C", "N", "N", "C", "C", "C", "C", "N", "N", "C", "C", "C", "C", "N", "H", "H", "H", "H", "H", "H", "H", "H", "H", "H", "H", "H", "H", "H", "H", "H", "H", "H", "H", "H", "O", "N", "O", "C", "C", "C", "C", "C", "C", "N", "C", "C", "N", "C", "C", "C", "C", "H", "H", "H", "H", "H", "H", "H"],
  "coordinates": [[0.0515, -0.0575, -0.0130], [-1.0123, 0.2078, 3.4293], [-0.2320, 1.3138, 2.8190], [0.1108, 2.5578, 3.3436], [0.8484, 3.1867, 2.3607], [0.9370, 2.3854, 1.2828], [0.2744, 1.2216, 1.5767], [1.8056, 2.4712, -0.0108], [2.7348, 1.2236, 0.0050], [4.0408, 0.9126, 0.0206], [4.1959, -0.4637, 0.0282], [2.9145, -0.9876, 0.0161], [2.4358, -2.3963, 0.0171], [2.0409, 0.0478, 0.0026], [0.9616, 2.3686, -1.3203], [0.9011, 3.1505, -2.4139], [0.1825, 2.5078, -3.4019], [-0.1771, 1.2747, -2.8645], [-0.9480, 0.1611, -3.4729], [0.3003, 1.2025, -1.6089], [2.5287, 3.8539, -0.0133], [3.8939, 4.2472, 0.0022], [3.9389, 5.5994, -0.0075], [2.5957, 6.0279, -0.0290], [2.0161, 7.3623, -0.0471], [1.7606, 4.8927, -0.0315], [-0.8523, 0.1808, 4.5061], [-0.7113, -0.7611, 3.0231], [-2.0826, 0.3484, 3.2656], [-0.1184, 2.9370, 4.3243], [1.3252, 4.1502, 2.3857], [4.8176, 1.6532, 0.0256], [5.1241, -1.0082, 0.0405], [3.2800, -3.0836, 0.0283], [1.8597, -2.6164, -0.8866], [1.8421, -2.6092, 0.9110], [1.3825, 4.1118, -2.4451], [-0.0236, 2.8713, -4.3938], [-0.7868, 0.1328, -4.5493], [-2.0196, 0.2934, -3.3102], [-0.6395, -0.8042, -3.0641], [4.6956, 3.5343, 0.0188], [4.8146, 6.2268, -0.0004], [2.7735, 8.1415, -0.0472], [1.3490, 7.4866, 0.8164], [1.3640, 7.4706, -0.9238], [-7.3289, 2.1585, 0.5091], [-7.1027, 1.0713, 0.0492], [-7.8835, 0.2900, -0.4298], [-5.6819, 0.5965, 0.0534], [-5.5347, -0.7997, -0.0111], [-4.2595, -1.4061, -0.0309], [-4.0975, -2.8052, -0.0776], [-2.8133, -3.3116, -0.0931], [-1.7482, -2.4235, -0.0666], [-1.8768, -1.0806, -0.0249], [-3.1196, -0.5807, -0.0034], [-3.2776, 0.8743, 0.0570], [-2.1572, 1.5656, 0.0872], [-2.2380, 2.9045, 0.1398], [-3.4412, 3.5938, 0.1665], [-4.6275, 2.8903, 0.1457], [-4.5784, 1.4679, 0.0919], [-6.4388, -1.3976, -0.0420], [-4.9605, -3.4599, -0.0999], [-2.6236, -4.3755, -0.1275], [-0.7290, -2.8020, -0.0825], [-1.2917, 3.4314, 0.1589], [-3.4465, 4.6739, 0.2079], [-5.5806, 3.3991, 0.1752]],
  "atomic_forces_ev_per_a": [[-1.020, 0.986, 0.143], [-0.014, -0.079, 0.005], [-0.033, 0.116, -0.097], [0.112, -0.018, -0.117], [-0.069, -0.048, 0.105], [0.134, -0.154, -0.158], [-0.153, 0.068, 0.859], [0.505, 0.120, -0.051], [-0.470, -0.057, -0.044], [0.293, -0.343, 0.008], [0.088, 0.391, -0.013], [-0.382, 0.470, 0.028], [0.000, -0.006, -0.007], [1.183, -0.642, -0.005], [0.120, -0.197, 0.241], [-0.101, -0.030, -0.151], [0.158, 0.019, 0.122], [-0.054, 0.098, 0.168], [-0.031, -0.083, -0.008], [-0.268, 0.085, -0.840], [-0.172, 0.101, 0.000], [-0.004, 0.225, -0.001], [0.113, -0.039, 0.001], [0.133, -0.053, -0.003], [0.046, -0.013, 0.001], [-0.207, -0.208, 0.010], [-0.002, -0.010, -0.008], [-0.019, 0.018, 0.020], [-0.021, 0.007, 0.002], [0.005, 0.006, 0.050], [-0.009, 0.056, -0.022], [0.004, -0.006, 0.007], [0.034, -0.016, -0.003], [-0.021, -0.004, 0.001], [-0.007, -0.022, -0.011], [-0.017, -0.019, 0.016], [-0.016, 0.048, 0.021], [0.008, 0.000, -0.041], [0.000, -0.011, 0.008], [-0.016, 0.008, -0.002], [-0.014, 0.016, -0.023], [0.026, 0.001, 0.001], [0.054, 0.007, 0.000], [-0.021, -0.017, 0.001], [-0.006, 0.011, 0.008], [-0.007, 0.009, -0.010], [0.094, 0.014, 0.063], [0.013, 0.144, 0.093], [0.009, -0.124, -0.155], [0.075, -0.016, 0.029], [0.010, 0.037, 0.048], [0.026, 0.001, 0.020], [0.051, 0.027, 0.001], [0.076, -0.002, 0.011], [-0.089, -0.227, -0.026], [-0.042, -0.392, -0.093], [-0.006, 0.291, 0.020], [-0.090, -0.330, -0.023], [0.044, -0.177, -0.110], [0.127, -0.050, -0.006], [-0.219, 0.045, 0.014], [0.015, 0.018, -0.001], [0.071, 0.049, -0.073], [-0.014, -0.059, -0.008], [-0.022, -0.021, -0.004], [0.006, -0.020, 0.001], [-0.034, -0.087, -0.008], [0.013, 0.050, -0.004], [-0.004, 0.017, -0.003], [0.028, 0.015, 0.003]],
  "lowdin_spin": [2.403, 0.008, 0.027, 0.013, 0.021, 0.016, 0.096, 0.017, 0.011, 0.010, 0.001, 0.015, 0.019, 0.025, 0.015, 0.017, 0.010, 0.024, 0.008, 0.084, 0.204, 0.132, 0.007, 0.236, 0.064, 0.282, 0.001, 0.005, 0.000, 0.001, 0.002, 0.001, 0.000, 0.002, 0.004, 0.004, 0.001, 0.001, 0.001, 0.000, 0.005, 0.005, -0.002, 0.000, 0.024, 0.024, -0.037, 0.007, 0.100, 0.182, 0.222, 0.021, 0.064, -0.001, 0.061, 0.082, 0.071, 0.078, 0.095, 0.082, -0.008, 0.083, 0.038, 0.005, 0.002, -0.001, 0.008, 0.003, -0.001, 0.003],
  "s2": 8.7926,
  "charge": 4,
  "gap_ev": [7.386, 4.319],
  "e_homo_ev": [-20.0968, -19.8908],
  "multiplicity": 6
}

E, record by record: -2243.3490, -1967.4487, -1949.8808 Ha